[1]
The following is a quantum chemistry calculation of a structure of composition C8H14F6InNO8S3 in a non-equilibrium geometry, from the Open Molecules 2025 dataset.

```
41
Properties=species:S:1:pos:R:3:mulliken_charge:R:1
In -0.68679 -2.03686 0.53453 1.200
C -1.80777 -0.21517 -4.03639 0.743
F -0.58031 0.27152 -4.02738 -0.162
F -2.69536 0.58410 -3.44384 -0.193
F -2.15032 -0.40950 -5.30126 -0.166
S -1.95387 -2.00521 -3.18069 1.029
O -2.71336 -2.89184 -4.07673 -0.478
O -0.58178 -2.36857 -2.88137 -0.605
N -2.66415 -1.70799 -1.62082 -0.011
S -4.17832 -1.88942 -1.96746 0.808
O -4.61851 -1.08801 -3.08837 -0.344
O -4.68687 -3.27556 -1.93523 -0.386
C -5.07316 -1.12947 -0.31408 0.663
F -4.74165 0.13397 -0.19566 -0.175
F -6.44462 -1.17825 -0.42871 -0.157
F -4.62523 -1.70313 0.81567 -0.196
C 4.65825 0.52544 3.46825 -0.701
C 4.38371 1.75465 2.47855 -0.569
C 4.06876 1.13601 1.07323 -0.641
S 3.34575 -0.55599 1.37527 0.944
O 4.20213 -1.51741 0.67106 -0.600
O 1.86411 -0.57040 1.11303 -0.532
C 3.70250 -0.62285 3.21026 -0.610
H 4.57241 0.86844 4.49931 0.391
H 5.70181 0.21072 3.47348 0.359
H 5.35655 2.24606 2.49326 0.303
H 3.58808 2.38669 2.87302 0.325
H 4.97406 1.00142 0.48128 0.401
H 3.44817 1.74837 0.41903 0.379
H 4.20500 -1.57739 3.36661 0.360
H 2.81371 -0.62320 3.84125 0.401
C -1.23816 1.64096 0.78781 -0.604
C -0.93764 1.58287 -0.75084 -0.219
O 0.05333 0.56591 -1.02422 -0.372
O -2.00150 0.56041 1.18154 -0.394
H -1.78717 2.56062 0.99010 0.453
H -0.33717 1.78193 1.38484 0.243
H -0.59936 2.55265 -1.11579 0.471
H -1.87666 1.46039 -1.29060 0.117
H 0.74684 0.90232 -1.59647 0.243
H -2.70543 0.89075 1.74454 0.282
```

Summary:
Charge = +2
Kohn-Sham gap = 2.3 eV
F_max = 7.2 eV/Å
Spin multiplicity = 1

[2]
The following is a quantum chemistry calculation of a cluster of 2 separate species, C20H36NO8P2S3 in total in a non-equilibrium geometry, from the Open Molecules 2025 dataset.

```
70
Properties=species:S:1:pos:R:3:mulliken_charge:R:1
C 2.80817 -2.73626 2.84360 -1.546
C 3.01854 -1.88422 1.59584 0.151
C 4.07867 -0.79217 1.73251 -0.617
C 3.90300 0.15574 2.90805 -0.861
C 2.68361 1.11014 2.83210 -0.973
N 2.21546 1.42309 1.48624 0.262
C 3.00242 2.21091 0.65322 -0.619
P 4.60486 2.94681 1.06593 0.515
O 4.64292 4.26312 0.13439 -0.557
O 4.58124 3.50864 2.56606 -0.524
S 6.17325 1.90869 0.70500 -0.403
C 2.57559 2.46697 -0.63899 -0.240
C 1.37885 1.99100 -1.16212 0.146
P 1.13884 2.39835 -2.92950 -0.043
C -0.58139 2.94761 -3.24588 -1.161
C 1.22470 0.73976 -3.75924 -0.497
C 2.18020 -0.21983 -3.05377 -1.178
C 0.53947 1.25322 -0.28252 0.110
C -0.80014 0.75347 -0.75868 -1.786
C -1.93423 1.70779 -0.34000 -0.683
C -3.30065 0.99409 -0.22868 -0.757
C -3.74794 0.71273 1.21922 -0.701
C -4.10057 -0.75717 1.42809 -0.661
O -5.39908 -1.06547 0.96884 -0.418
C -5.45268 -1.44419 -0.35863 0.787
C -4.58196 -2.58302 -0.77727 -0.765
O -6.16892 -0.84868 -1.09059 -0.553
C 0.98729 0.99181 1.01468 0.826
S -0.08031 -0.00069 2.01260 -0.156
H 3.73078 -3.25680 3.08660 0.355
H 2.06791 -3.49790 2.61148 0.428
H 2.42098 -2.17661 3.68941 0.328
H 2.06493 -1.50019 1.24654 -0.224
H 3.36940 -2.55639 0.81508 0.488
H 4.17139 -0.27529 0.78375 0.195
H 5.03255 -1.29447 1.88611 0.475
H 3.75538 -0.45625 3.79404 0.622
H 4.79466 0.74280 3.09352 0.376
H 1.90455 0.65768 3.41927 0.285
H 2.90584 2.05717 3.31540 0.400
H 3.81311 4.75081 0.26049 0.372
H 3.81818 4.07031 2.75900 0.389
H 3.20150 3.03926 -1.30264 0.606
H -0.83166 3.72680 -2.53387 0.353
H -1.34229 2.17235 -3.19359 0.333
H -0.61477 3.36302 -4.24658 0.458
H 0.24289 0.27144 -3.81127 0.344
H 1.60073 0.89178 -4.76480 0.550
H 2.20008 -1.16190 -3.59548 0.445
H 1.86655 -0.45391 -2.04147 0.157
H 3.19668 0.16159 -3.04075 0.325
H -0.72292 0.68661 -1.83814 0.199
H -0.99370 -0.24805 -0.39214 0.968
H -1.66976 2.13732 0.62344 0.540
H -2.00999 2.54062 -1.02720 0.173
H -4.03927 1.63423 -0.69788 0.506
H -3.25570 0.08682 -0.82488 0.312
H -2.98142 0.97236 1.94319 0.471
H -4.61924 1.32650 1.42810 0.316
H -3.34173 -1.34679 0.91874 0.343
H -4.02849 -0.99929 2.48758 0.345
H -4.54586 -3.32818 0.00813 0.366
H -3.58355 -2.17279 -0.92405 0.138
H -4.94228 -3.00311 -1.70271 0.255
H 0.07573 0.55334 3.22035 0.188
O -5.24876 -5.49077 -1.09659 -0.592
S -5.66360 -6.05830 -2.39922 1.256
O -5.04601 -5.24213 -3.47126 -0.652
O -7.13591 -6.01888 -2.50518 -0.643
O -5.20609 -7.45699 -2.52100 -0.643
```

Summary:
Charge = -1
Kohn-Sham gap = 1.3 eV
F_max = 1.5 eV/Å
Spin multiplicity = 1

[3]
The following is a quantum chemistry calculation of a cluster of 2 separate species, C5H15N2S in total in a non-equilibrium geometry, from the Open Molecules 2025 dataset.

```
23
Properties=species:S:1:pos:R:3:mulliken_charge:R:1
C -1.19253 2.34397 1.92670 -0.078
C -1.64413 1.45402 1.02402 -0.290
N -1.07140 1.48769 -0.32506 -0.143
N -1.66512 2.45101 3.20210 -0.454
H -0.40956 3.02967 1.63105 0.245
H -2.33182 0.66275 1.25090 0.339
H -1.77060 1.75484 -1.02664 0.379
H -0.28938 2.13291 -0.43727 0.374
H -0.71738 0.54244 -0.62250 -0.058
H -2.08938 1.65577 3.64319 0.238
H -1.03132 2.93898 3.81394 0.262
C 3.37683 -1.56449 -0.30456 -1.326
C 2.02699 -0.99449 -0.78339 -0.234
C 0.99401 -2.07976 -0.97724 -0.492
S -0.54719 -1.39971 -1.75722 -0.286
H 4.02798 -0.79902 0.10523 0.361
H 3.88949 -2.07745 -1.11746 0.337
H 3.16883 -2.30979 0.46530 0.347
H 1.69110 -0.32597 0.01789 0.155
H 2.16694 -0.40145 -1.68899 0.367
H 0.63727 -2.45557 -0.02124 0.338
H 1.33175 -2.92762 -1.56708 0.424
H -1.40457 -2.03310 -0.93930 0.198
```

Summary:
Charge = +1
Kohn-Sham gap = 9.8 eV
F_max = 1.3 eV/Å
Spin multiplicity = 1
Energy above the lowest of the compared OMol25 structures with the same formula, charge and spin = 0.861 eV

[4]
The following is a quantum chemistry calculation of a structure of composition C3H4O3, from the Open Molecules 2025 dataset.

```
10
Properties=species:S:1:pos:R:3:mulliken_charge:R:1
O 0.60850 0.65549 2.05078 -0.447
C 0.26575 0.39592 0.95005 0.440
C -0.95879 -0.41317 0.48958 -0.118
O -0.95325 -0.75194 -0.83870 -0.646
C 1.08207 0.16558 -1.19091 -0.238
O 1.00922 0.94580 -0.15165 -0.214
H -1.82215 0.21816 0.76505 0.287
H -0.98040 -1.27339 1.18105 0.254
H 1.41571 0.75241 -2.05655 0.233
H 0.24893 -0.78710 -1.12693 0.447
```

Summary:
Kohn-Sham gap (alpha / beta) = 8.5 / 8.5 eV
F_max = 0.4 eV/Å
Spin multiplicity = 1
Energy above the lowest of the compared OMol25 structures with the same formula, charge and spin = 4.363 eV

[5]
The following is a quantum chemistry calculation of a structure of composition C52H60BrInN8OPSSb in a non-equilibrium geometry, from the Open Molecules 2025 dataset.

```
126
Properties=species:S:1:pos:R:3:mulliken_charge:R:1
In 0.38944 -0.67086 0.28502 1.842
O -2.12783 0.20843 -1.24789 -0.141
N -2.27619 -1.16807 -1.04612 0.327
C -3.32734 -1.56045 -0.45060 -1.634
C -4.43520 -0.75629 0.06065 0.378
C -5.74078 -1.12883 -0.26120 -0.500
C -6.81149 -0.35903 0.14667 -0.857
C -6.59322 0.77190 0.91933 -0.858
C -5.30701 1.12413 1.28103 -0.509
C -4.21500 0.38231 0.84140 0.828
P -2.51240 0.74382 1.45296 1.570
C -2.59829 2.56656 1.56651 0.100
C -3.22040 3.30737 0.56337 -0.909
C -3.23035 4.68909 0.61464 -0.823
C -2.59640 5.35318 1.65404 -0.860
C -1.93119 4.62641 2.62882 -0.523
C -1.92323 3.24226 2.58058 -0.808
C -2.90376 0.17934 3.15893 0.767
C -2.70569 -1.18339 3.36543 -0.729
C -3.01368 -1.76588 4.57947 -0.719
C -3.53214 -0.98922 5.60360 -0.756
C -3.74460 0.36390 5.40081 -0.735
C -3.43536 0.94955 4.18447 -0.513
H -1.35625 0.24728 -1.84549 -0.046
H -3.42993 -2.64013 -0.41166 0.609
H -5.90600 -2.01422 -0.85568 0.526
H -7.81510 -0.64399 -0.12563 0.438
H -7.42754 1.37150 1.24857 0.489
H -5.14825 1.99206 1.90350 0.392
H -3.70501 2.79249 -0.25360 0.605
H -3.74210 5.25301 -0.15008 0.496
H -2.62127 6.43134 1.70456 0.470
H -1.43438 5.14384 3.43934 0.530
H -1.40075 2.67871 3.34283 0.472
H -2.31124 -1.78071 2.54981 0.334
H -2.85626 -2.82376 4.72843 0.540
H -3.78081 -1.44241 6.55117 0.455
H -4.16607 0.96331 6.19397 0.493
H -3.61665 2.00433 4.04416 0.385
N 4.09994 -3.49380 -0.08782 -0.004
C 4.09901 -4.01522 -1.38815 -0.024
C 4.59052 -5.29126 -1.60758 -0.764
C 4.60910 -5.83060 -2.88703 -0.728
C 4.12754 -5.09729 -3.95253 -0.779
C 3.63815 -3.81362 -3.73904 -0.844
C 3.62413 -3.27725 -2.46866 1.084
S 2.99074 -1.62614 -2.18735 -0.191
N 2.99590 -1.46532 -0.52357 -0.168
C 3.54003 -2.30826 0.28137 0.724
C 3.60946 -1.92015 1.69986 0.957
C 4.26803 -2.68921 2.66604 -1.165
C 4.35441 -2.21570 3.96223 -0.843
C 3.80709 -0.97760 4.25669 -1.078
C 3.19101 -0.28186 3.22955 -0.005
N 3.07496 -0.72906 1.99233 0.395
H 4.46679 -4.11203 0.61678 0.012
H 4.96396 -5.86596 -0.77243 0.425
H 5.00515 -6.82093 -3.04103 0.404
H 4.12982 -5.51294 -4.94653 0.458
H 3.27330 -3.23297 -4.56941 0.397
H 4.72571 -3.63891 2.44023 0.383
H 4.85861 -2.79189 4.72306 0.464
H 3.86489 -0.56730 5.25130 0.525
H 2.76397 0.69395 3.41597 0.317
N 1.55250 1.77482 -0.92120 0.759
C 1.38898 2.57340 -2.09686 -0.161
C 2.45244 3.07759 -2.84501 -0.145
C 2.21516 3.81252 -3.99767 -1.335
C 0.91783 4.02695 -4.43274 -0.739
C -0.14214 3.49834 -3.71454 -1.394
C 0.08769 2.79392 -2.54535 0.770
H 3.47399 2.87671 -2.54978 0.638
H 3.04316 4.20853 -4.56605 0.482
H 0.73881 4.58915 -5.33585 0.469
H -1.15128 3.61674 -4.07865 0.492
H -0.74132 2.39011 -1.98237 0.171
C -3.16735 -2.66640 -4.13152 -0.900
C -2.00904 -1.91913 -4.76115 -0.816
Sb -0.27813 -1.68864 -3.44625 -0.125
C 0.02099 -3.83196 -3.24868 -0.382
C -0.56900 -4.34574 -1.95267 -0.889
C 1.06305 -1.42149 -5.14630 -0.433
C 0.85158 -0.06516 -5.78847 -1.277
H -3.99880 -2.73476 -4.83335 0.432
H -3.51891 -2.15722 -3.23656 0.084
H -2.87529 -3.67808 -3.85755 0.228
H -2.33299 -0.92535 -5.07029 0.436
H -1.65532 -2.45125 -5.64542 0.462
H 1.08547 -4.05559 -3.29213 0.114
H -0.46093 -4.30759 -4.10338 0.560
H -0.07877 -3.87365 -1.09610 0.001
H -0.44656 -5.42528 -1.87240 0.503
H -1.62970 -4.11226 -1.90104 0.111
H 0.88577 -2.22493 -5.86123 0.567
H 2.08902 -1.49323 -4.78760 0.077
H -0.18296 0.06564 -6.09752 0.311
H 1.48467 0.04739 -6.66526 0.426
H 1.10178 0.72673 -5.08326 0.158
Br 0.34780 -0.90759 7.61031 -0.092
C 0.32703 -0.99502 5.72005 -0.360
C 0.43765 -2.21402 5.06453 -0.776
C 0.42425 -2.20635 3.68059 -0.772
N 0.31429 -1.10187 2.96131 1.215
C 0.21078 0.05544 3.59503 0.511
C 0.21641 0.17071 4.97148 -0.925
H 0.51957 -3.13468 5.61644 0.629
H 0.51094 -3.12622 3.11792 0.364
H 0.12632 0.92155 2.94607 -0.029
H 0.12634 1.12496 5.46528 0.611
N 2.57883 5.10802 0.70988 -0.002
C 3.52597 3.99128 0.44226 -0.995
C 2.87819 2.69010 0.93969 -0.630
N 1.57548 2.40388 0.37434 0.399
C 0.69460 3.53613 0.50233 0.121
C 1.29107 4.86244 0.00261 -1.075
H 2.98761 6.00506 0.42194 0.374
H 2.39712 5.14714 1.72150 0.404
H 4.47005 4.16199 0.96254 0.512
H 3.70766 3.95882 -0.63292 0.324
H 2.74292 2.76879 2.02545 0.209
H 3.53616 1.83885 0.75814 0.446
H 2.37999 1.18821 -0.99221 0.174
H 0.42363 3.64649 1.55717 0.261
H -0.22120 3.32752 -0.04777 -0.421
H 0.59088 5.67151 0.20713 0.504
H 1.50277 4.82851 -1.06737 0.278
```

Summary:
Charge = +2
Kohn-Sham gap = 6.6 eV
F_max = 1.1 eV/Å
Spin multiplicity = 1
Energy above the lowest of the compared OMol25 structures with the same formula, charge and spin = 0.000 eV

[6]
The following is a quantum chemistry calculation of a cluster of 2 separate species, C12H18NOS2 in total in a non-equilibrium geometry, from the Open Molecules 2025 dataset.

```
34
Properties=species:S:1:pos:R:3:mulliken_charge:R:1
C 1.80916 -1.10046 3.41499 -0.383
C 1.65443 0.27302 3.20256 -0.719
C 0.56626 0.74651 2.47538 -0.534
C -0.41029 -0.14377 1.98680 0.821
C -1.59114 0.35224 1.30310 0.401
S -2.68976 -0.69519 0.49405 0.057
C -3.36289 0.51185 -0.71809 -0.584
C -3.24627 1.91085 -0.13549 -0.551
S -1.79814 2.02753 0.98936 -0.039
C -0.18336 -1.52767 2.11456 -0.237
C 0.89896 -2.00070 2.85268 -0.713
H 2.63225 -1.46576 4.01621 0.423
H 2.38849 0.97530 3.60747 0.398
H 0.49881 1.81004 2.23874 0.320
H -2.82718 0.42578 -1.67411 0.382
H -4.41201 0.23447 -0.86957 0.399
H -3.12775 2.66090 -0.92813 0.431
H -4.12030 2.15790 0.47959 0.320
H -0.83244 -2.23202 1.59229 0.336
H 1.03855 -3.07663 2.98985 0.392
C -6.58295 1.39200 5.30197 -1.429
C -5.17109 0.85641 5.34629 0.340
O -5.20754 -0.34283 6.11854 -0.551
C -4.55366 0.61487 3.97163 -0.374
N -3.23176 0.02158 4.16199 -0.463
H -6.65129 2.36175 4.79061 0.362
H -7.24449 0.68334 4.77738 0.361
H -6.96035 1.52025 6.32282 0.347
H -4.52412 1.58405 5.86161 0.218
H -4.34613 -0.78924 5.99958 0.374
H -5.16800 -0.09844 3.40121 0.356
H -4.53097 1.56264 3.40177 0.213
H -2.77138 -0.13254 3.26963 0.061
H -2.64543 0.64890 4.71979 0.263
```

Summary:
Charge = +1
Kohn-Sham gap = 6.5 eV
F_max = 1.7 eV/Å
Spin multiplicity = 1

- The lowest F_max belongs to which entry?
  C3H4O3

Copy entry 6 word for word.
The following is a quantum chemistry calculation of a cluster of 2 separate species, C12H18NOS2 in total in a non-equilibrium geometry, from the Open Molecules 2025 dataset.

```
34
Properties=species:S:1:pos:R:3:mulliken_charge:R:1
C 1.80916 -1.10046 3.41499 -0.383
C 1.65443 0.27302 3.20256 -0.719
C 0.56626 0.74651 2.47538 -0.534
C -0.41029 -0.14377 1.98680 0.821
C -1.59114 0.35224 1.30310 0.401
S -2.68976 -0.69519 0.49405 0.057
C -3.36289 0.51185 -0.71809 -0.584
C -3.24627 1.91085 -0.13549 -0.551
S -1.79814 2.02753 0.98936 -0.039
C -0.18336 -1.52767 2.11456 -0.237
C 0.89896 -2.00070 2.85268 -0.713
H 2.63225 -1.46576 4.01621 0.423
H 2.38849 0.97530 3.60747 0.398
H 0.49881 1.81004 2.23874 0.320
H -2.82718 0.42578 -1.67411 0.382
H -4.41201 0.23447 -0.86957 0.399
H -3.12775 2.66090 -0.92813 0.431
H -4.12030 2.15790 0.47959 0.320
H -0.83244 -2.23202 1.59229 0.336
H 1.03855 -3.07663 2.98985 0.392
C -6.58295 1.39200 5.30197 -1.429
C -5.17109 0.85641 5.34629 0.340
O -5.20754 -0.34283 6.11854 -0.551
C -4.55366 0.61487 3.97163 -0.374
N -3.23176 0.02158 4.16199 -0.463
H -6.65129 2.36175 4.79061 0.362
H -7.24449 0.68334 4.77738 0.361
H -6.96035 1.52025 6.32282 0.347
H -4.52412 1.58405 5.86161 0.218
H -4.34613 -0.78924 5.99958 0.374
H -5.16800 -0.09844 3.40121 0.356
H -4.53097 1.56264 3.40177 0.213
H -2.77138 -0.13254 3.26963 0.061
H -2.64543 0.64890 4.71979 0.263
```

Summary:
Charge = +1
Kohn-Sham gap = 6.5 eV
F_max = 1.7 eV/Å
Spin multiplicity = 1